Record 1
Here is a gas-phase ion, C4H11N2O (charge +1) in a non-equilibrium geometry from OMol25. Energies are from wB97M-V/def2-TZVPD.

The geometry in XYZ format:
```
18
Properties=species:S:1:pos:R:3:forces:R:3:nbo_charge:R:1
O 1.688223 -0.993508 0.562738 -1.4 0.0 -0.4 -0.597
C 0.652879 -1.283296 -0.043677 0.8 -1.7 0.7 0.644
N 0.083855 -2.533540 0.037759 -0.3 1.3 -1.5 -0.792
C 0.022797 -0.214526 -0.939250 -2.6 0.6 1.0 -0.346
N 0.454246 1.071445 -0.223911 1.1 -0.8 -0.6 -0.504
C -0.603240 1.609837 0.681384 -0.4 -2.8 1.2 -0.235
C -1.895028 1.974783 0.047601 1.8 5.6 -2.7 -0.678
H -0.466933 -2.903435 -0.758983 0.4 0.4 1.1 0.415
H 0.561565 -3.195362 0.621212 0.2 -0.2 0.0 0.429
H -1.084596 0.037449 -0.787901 1.2 -2.0 -0.6 0.243
H 0.135855 -0.548630 -2.019007 0.7 1.6 1.1 0.292
H 1.321794 0.829545 0.325530 -0.6 -0.2 -0.4 0.479
H 0.678652 1.846607 -0.791730 0.6 0.8 -1.5 0.431
H -0.829009 0.782185 1.388220 0.5 0.5 -0.1 0.229
H -0.081966 2.364812 1.206355 0.0 1.1 0.6 0.240
H -1.788466 2.123966 -1.095539 0.8 0.8 1.3 0.224
H -2.581713 1.272014 -0.182325 -2.9 -2.5 1.3 0.242
H -2.202113 3.052783 0.418982 -0.1 -2.6 -0.6 0.284
```
Positions in Å, forces in eV/Å.

Computed properties:
LUMO	-3.022	eV
SMILES	CC[NH2+]CC(N)=O
total charge	+1
total energy	-343.47511	a.u.



Record 2
Here is C4H7NO in the gas phase in a non-equilibrium geometry from OMol25. Energies are from wB97M-V/def2-TZVPD.

The geometry in XYZ format:
```
13
Properties=species:S:1:pos:R:3:forces:R:3:nbo_charge:R:1
C -0.197570 1.662614 -0.066785 0.0 0.1 0.0 -0.614
C -0.405898 0.184545 -0.306776 0.1 0.3 -0.2 -0.089
C 0.891100 -0.625901 -0.322495 0.1 0.9 -0.4 -0.091
O 0.495478 -1.930707 -0.070991 -1.4 1.0 0.5 -0.595
C -0.761752 -1.612085 0.873860 3.0 0.1 -2.4 0.326
N -1.225809 -0.469736 0.767101 0.4 -0.9 0.2 -0.413
H -1.145357 2.204032 -0.067732 0.1 0.0 0.0 0.224
H 0.436363 2.073145 -0.861044 -0.1 0.0 0.1 0.216
H 0.302596 1.829123 0.892546 -0.1 0.0 -0.1 0.213
H -0.958609 0.014180 -1.239157 0.1 0.1 0.1 0.200
H 1.571041 -0.257656 0.468156 -0.1 0.0 -0.2 0.157
H 1.380157 -0.543554 -1.291368 0.1 0.0 -0.1 0.195
H -0.381742 -2.528000 1.224684 -2.1 -1.4 2.5 0.272
```
Positions in Å, forces in eV/Å.

Computed properties:
LUMO	1.084	eV
SMILES	C[C@H]1COC=N1
total energy	-286.52352	a.u.



Record 3
Here is 3 unconnected molecules or ions with the total composition C3H10N2O2 in a non-equilibrium geometry from OMol25. Energies are from wB97M-V/def2-TZVPD.

The geometry in XYZ format:
```
17
Properties=species:S:1:pos:R:3:forces:R:3:nbo_charge:R:1
C 0.185725 0.984288 -0.787974 1.0 -2.5 -0.4 -0.347
C 0.880387 0.379644 0.375277 -0.6 3.6 0.9 0.158
C 1.293156 -0.967876 0.508521 1.3 -0.5 -0.5 0.004
N 1.535895 -1.506565 1.662772 -0.6 0.2 -1.4 -0.526
O -1.507735 0.354970 -2.914485 0.1 -0.1 0.2 -1.037
N -1.158575 1.437466 -0.598702 0.0 0.3 0.5 -0.771
H 0.781491 1.812351 -1.216039 0.2 0.0 0.3 0.281
H 0.276475 0.209355 -1.558909 -0.6 0.1 -0.5 0.235
H 1.088750 1.078442 1.204944 -0.5 -0.7 0.0 0.215
H 1.456758 -1.432899 -0.463618 -0.4 -0.7 0.1 0.197
H 1.603248 -2.517133 1.528976 0.6 0.0 0.2 0.369
H 0.102749 -0.834127 2.218042 -1.3 0.0 1.0 0.467
H -1.548381 1.338233 -1.579878 0.2 0.1 -0.8 0.443
H -1.724207 0.786733 -0.067016 0.3 -0.2 0.4 0.373
H -1.289213 0.585089 -3.826389 -0.2 0.3 0.1 0.430
H -1.106498 -1.038167 3.184857 0.0 0.1 0.1 0.476
O -0.870026 -0.669802 2.329622 0.5 0.0 -0.2 -0.969
```
Positions in Å, forces in eV/Å.

Computed properties:
LUMO	-3.930	eV
total energy	-380.04522	a.u.



Record 4
Here is C7H12O in the gas phase in a non-equilibrium geometry from OMol25. Energies are from wB97M-V/def2-TZVPD.

The geometry in XYZ format:
```
20
Properties=species:S:1:pos:R:3:forces:R:3:nbo_charge:R:1
C 0.783433 2.171080 -0.224329 0.2 -0.4 0.1 -0.653
C 1.732226 -0.673732 1.400643 -0.1 0.3 -0.1 -0.655
C -1.772711 -1.278171 0.559879 0.0 -0.1 0.2 -0.616
C 0.391019 0.727472 -0.365502 0.7 -0.5 1.1 -0.040
C 0.645292 -0.374383 0.406286 0.3 1.2 -0.3 -0.001
C -0.465703 0.086566 -1.363153 -0.1 -1.7 1.3 0.107
C -0.408110 -1.265477 -0.103455 -0.8 1.3 -1.8 -0.203
O -1.627447 0.776986 -1.729552 0.0 -0.2 -0.3 -0.721
H -1.562145 0.992100 -2.670247 -0.2 -0.2 0.2 0.476
H 0.014244 -0.421404 -2.198215 0.1 0.4 -0.2 0.171
H -0.090221 -2.274672 -0.393875 -0.1 0.1 -0.2 0.185
H 0.684317 2.720894 -1.161998 0.0 0.0 0.1 0.217
H 0.175407 2.661795 0.543056 -0.1 0.0 -0.2 0.226
H 1.814639 2.242385 0.133653 0.0 0.0 -0.1 0.218
H 1.861528 -1.751554 1.532468 -0.1 0.1 0.0 0.219
H 2.688129 -0.256177 1.070651 -0.1 0.0 0.0 0.218
H 1.520217 -0.220142 2.373735 0.0 -0.2 0.0 0.224
H -2.527021 -1.716730 -0.101390 0.1 0.0 0.0 0.212
H -1.754847 -1.879045 1.476867 0.0 0.1 0.0 0.202
H -2.102246 -0.267791 0.814481 0.1 -0.1 0.0 0.215
```
Positions in Å, forces in eV/Å.

Computed properties:
LUMO	0.850	eV
SMILES	CC1=C(C)[C@H](O)[C@@H]1C
total energy	-349.08301	a.u.